1.
A structure of composition C38H55GeIrOP2S2Si3 in a non-equilibrium geometry. Source: the OMol25 dataset; level of theory: ωB97M-V/def2-TZVPD.

Results
Total charge: +2
LUMO level (spin up / spin down): -5.273 / -8.574 eV
Spin multiplicity: 5
Highest occupied orbital energy (spin up / spin down): -0.44717 / -0.44717 Ha

The geometry in XYZ format:
```
103
C38H55GeIrOP2S2Si3, DFT ωB97M-V/def2-TZVPD
Ir -0.91 -18.99 -7.63
S -2.49 -17.61 -6.80
P -3.09 -19.43 -5.94
C -1.72 -20.37 -6.56
P -0.27 -21.16 -5.83
S 1.07 -19.94 -6.87
C 0.07 -21.31 -4.07
C 1.14 -20.51 -3.53
C 1.46 -20.75 -2.17
C 0.78 -21.73 -1.45
C -0.10 -22.64 -2.06
C -0.46 -22.42 -3.43
C -0.02 -22.77 -6.53
C -0.45 -23.04 -7.84
C -0.14 -24.27 -8.40
C 0.56 -25.25 -7.80
C 1.08 -24.90 -6.51
C 0.80 -23.68 -5.91
C -3.24 -19.15 -4.19
C -4.23 -19.88 -3.46
C -4.21 -19.77 -2.04
C -3.38 -18.88 -1.42
C -2.50 -18.12 -2.16
C -2.40 -18.24 -3.54
C -4.82 -19.64 -6.48
C -5.91 -18.87 -6.00
C -7.15 -19.00 -6.59
C -7.31 -19.93 -7.66
C -6.25 -20.62 -8.15
C -5.02 -20.50 -7.56
H 1.52 -19.71 -4.14
H 2.30 -20.18 -1.80
H 0.88 -21.81 -0.37
H -0.51 -23.49 -1.53
H -0.99 -23.24 -3.95
H -1.18 -22.37 -8.28
H -0.44 -24.41 -9.43
H 0.83 -26.17 -8.27
H 1.70 -25.57 -5.89
H 1.25 -23.41 -4.92
H -4.94 -20.52 -3.99
H -4.94 -20.39 -1.49
H -3.41 -18.92 -0.37
H -1.87 -17.37 -1.69
H -1.66 -17.68 -4.14
H -5.67 -18.01 -5.34
H -7.93 -18.32 -6.32
H -8.28 -20.01 -8.17
H -6.32 -21.28 -9.04
H -4.08 -20.93 -7.94
C 2.74 -11.23 -3.32
C 1.54 -11.36 -2.39
C 1.90 -12.42 -1.37
O 3.04 -13.22 -1.88
C 3.65 -12.47 -3.03
H 3.38 -10.42 -3.06
H 2.49 -11.10 -4.34
H 0.63 -11.73 -2.89
H 1.21 -10.39 -1.91
H 1.04 -13.11 -1.09
H 2.28 -11.99 -0.44
H 3.78 -13.25 -3.82
H 4.62 -12.19 -2.65
C 2.22 -15.84 -11.34
Si 1.76 -16.68 -9.73
C 3.07 -17.89 -9.27
C 1.63 -15.42 -8.38
Ge -0.16 -18.09 -9.88
Si -1.90 -16.56 -10.61
C -2.02 -15.07 -9.47
C -3.59 -17.44 -10.54
C -1.60 -16.01 -12.43
Si 0.08 -20.01 -11.24
C -1.64 -20.72 -11.67
C 0.99 -19.67 -12.79
C 1.18 -21.36 -10.49
H 1.26 -15.67 -11.85
H 2.87 -16.36 -12.05
H 2.72 -14.93 -11.08
H 3.89 -18.00 -10.02
H 2.77 -18.90 -8.95
H 3.51 -17.43 -8.38
H 2.61 -15.11 -7.99
H 1.01 -15.83 -7.59
H 1.17 -14.46 -8.70
H -2.91 -15.06 -8.77
H -2.11 -14.12 -10.02
H -1.09 -14.97 -8.88
H -3.49 -18.27 -9.84
H -3.88 -17.81 -11.52
H -4.35 -16.80 -10.08
H -1.18 -14.98 -12.39
H -2.52 -15.97 -13.02
H -0.82 -16.58 -13.04
H -2.22 -20.02 -12.33
H -2.29 -20.98 -10.85
H -1.46 -21.59 -12.29
H 0.85 -20.51 -13.41
H 2.05 -19.59 -12.54
H 0.59 -18.78 -13.39
H 1.25 -21.25 -9.39
H 2.21 -21.40 -10.89
H 0.68 -22.35 -10.61
```

***

2.
An isolated molecule of C2H3BrOS in a non-equilibrium geometry. Source: the OMol25 dataset; level of theory: ωB97M-V/def2-TZVPD.

Results
LUMO level: -0.203 eV
ΔE to the lowest compared entry with this formula, charge and spin: 25.5 kcal per mole
Structure (SMILES): O=CCSBr
Spin multiplicity: 1
Highest occupied orbital energy: -0.33257 Ha

The geometry in XYZ format:
```
8
C2H3BrOS, DFT ωB97M-V/def2-TZVPD
C 0.27 0.54 -0.79
C 0.36 -0.69 -0.06
O 0.20 1.61 -0.23
S -0.31 -0.57 1.78
Br -1.73 1.09 1.75
H 0.02 0.53 -1.76
H -0.18 -1.44 -0.67
H 1.38 -1.08 0.00
```

***

3.
A cluster of 7 separate species, C13H26N4O18S3 in total in a non-equilibrium geometry. Source: the OMol25 dataset; level of theory: ωB97M-V/def2-TZVPD.

Results
Total charge: -1
LUMO level (spin up / spin down): 1.572 / 1.569 eV
ΔE to the lowest compared entry with this formula, charge and spin: 31.5 kcal per mole
Spin multiplicity: 2
Highest occupied orbital energy (spin up / spin down): -0.01498 / -0.16503 Ha

The geometry in XYZ format:
```
64
C13H26N4O18S3, DFT ωB97M-V/def2-TZVPD
C -1.55 3.34 3.83
N -1.21 3.19 5.31
O -1.74 4.01 6.06
O -0.27 2.49 5.63
H -1.70 4.40 3.63
H -2.42 2.69 3.75
H -0.77 2.84 3.26
C -0.62 -2.02 5.24
N -2.06 -1.67 5.24
O -2.28 -0.46 4.99
O -2.89 -2.51 5.59
H -0.13 -1.48 6.05
H -0.26 -1.82 4.23
H -0.53 -3.08 5.47
C 0.89 -3.44 -2.63
N 0.44 -4.89 -2.62
O 0.66 -5.60 -3.58
O -0.21 -5.21 -1.62
H 0.47 -2.83 -1.83
H 0.63 -3.01 -3.59
H 1.96 -3.41 -2.39
C -4.45 -1.78 0.60
C -3.74 -1.95 -0.71
O -3.12 -3.25 -0.57
S -3.22 -3.96 0.84
O -2.01 -3.68 1.66
O -3.62 -5.36 0.68
O -4.50 -3.03 1.27
H -5.45 -1.39 0.38
H -3.90 -1.03 1.16
H -3.08 -1.12 -0.97
H -4.45 -2.09 -1.52
C 5.27 3.56 -3.62
C 6.17 4.23 -2.61
O 5.89 3.53 -1.42
S 4.48 2.72 -1.38
O 3.31 3.57 -1.20
O 4.55 1.52 -0.60
O 4.79 2.40 -3.02
H 5.76 3.25 -4.54
H 4.46 4.23 -3.91
H 5.85 5.26 -2.53
H 7.24 4.21 -2.82
C -1.20 1.73 -3.33
C -0.69 0.68 -2.31
O -0.09 -0.26 -3.16
S 0.63 0.32 -4.54
O 0.16 -0.34 -5.78
O 2.09 0.62 -4.34
O -0.26 1.77 -4.45
H -1.15 2.75 -2.95
H -2.23 1.50 -3.61
H -1.44 0.16 -1.71
H 0.04 1.11 -1.62
N 0.47 0.76 1.91
C 1.20 0.24 0.90
C 0.51 -0.83 0.34
C -0.72 -0.93 1.05
C -0.73 0.02 2.03
H 0.79 1.51 2.51
H 2.15 0.66 0.61
H 0.80 -1.45 -0.49
H -1.53 -1.63 0.91
H -1.43 0.27 2.82
```

***

4.
A structure of composition C18H55ClN14O27Si2 in a non-equilibrium geometry. Source: the OMol25 dataset; level of theory: ωB97M-V/def2-TZVPD.

Results
LUMO level: -0.373 eV
Spin multiplicity: 1
Highest occupied orbital energy: -0.30600 Ha

The geometry in XYZ format:
```
117
C18H55ClN14O27Si2, DFT ωB97M-V/def2-TZVPD
C 0.14 1.25 -0.89
C 1.51 1.34 -1.51
C 1.84 0.29 -2.57
Cl 0.29 -0.33 -3.28
Si 2.81 -1.20 -1.97
C 4.61 -0.83 -1.55
N 5.48 -0.78 -2.72
C 5.46 0.51 -3.42
O 2.06 -1.96 -0.68
Si 1.29 -3.43 -0.97
H -0.63 1.48 -1.59
H -0.03 0.32 -0.37
H 0.11 2.03 -0.14
H 1.54 2.29 -2.02
H 2.24 1.40 -0.72
H 2.35 0.79 -3.37
H 2.84 -2.19 -3.08
H 4.95 -1.66 -0.93
H 4.76 0.05 -0.95
H 5.28 -1.54 -3.34
H 4.90 0.45 -4.34
H 4.97 1.24 -2.80
H 6.45 0.86 -3.65
H 0.93 -3.58 -2.39
H 0.03 -3.45 -0.21
H 2.09 -4.58 -0.50
C 6.04 -2.72 1.97
N 6.67 -3.71 1.06
O 7.77 -4.14 1.36
O 6.05 -4.03 0.08
H 6.71 -2.54 2.80
H 5.86 -1.81 1.40
H 5.10 -3.15 2.31
C 7.21 -7.34 2.04
N 5.89 -7.85 2.50
O 5.78 -9.04 2.73
O 5.00 -7.04 2.63
H 7.90 -8.17 1.97
H 7.05 -6.88 1.07
H 7.54 -6.60 2.76
C -1.93 1.99 -5.48
N -2.07 3.42 -5.06
O -3.17 3.94 -5.13
O -1.08 3.97 -4.68
H -2.90 1.63 -5.80
H -1.21 1.96 -6.29
H -1.57 1.45 -4.62
C -5.09 6.36 -4.76
N -6.52 6.39 -4.35
O -6.86 7.22 -3.53
O -7.25 5.58 -4.86
H -4.56 7.14 -4.23
H -4.69 5.38 -4.51
H -5.06 6.53 -5.83
C -3.66 3.33 -0.21
N -2.57 3.05 -1.17
O -2.67 2.08 -1.88
O -1.62 3.80 -1.15
H -4.41 2.56 -0.30
H -3.21 3.35 0.79
H -4.07 4.30 -0.46
C -2.68 -6.81 0.52
N -1.95 -5.58 0.12
O -1.91 -5.31 -1.06
O -1.42 -4.94 1.00
H -3.09 -7.27 -0.37
H -1.98 -7.47 1.02
H -3.47 -6.50 1.20
C -7.13 1.16 -3.46
N -6.20 1.73 -2.45
O -5.49 0.96 -1.84
O -6.21 2.94 -2.29
H -6.99 0.09 -3.48
H -8.14 1.43 -3.16
H -6.89 1.60 -4.41
C -4.22 -2.91 -2.36
N -5.71 -2.90 -2.33
O -6.27 -1.90 -2.73
O -6.25 -3.90 -1.92
H -3.88 -1.96 -2.75
H -3.87 -3.06 -1.34
H -3.90 -3.73 -2.99
C 2.58 1.38 2.90
N 3.69 1.69 1.96
O 3.49 2.54 1.12
O 4.73 1.06 2.09
H 1.74 2.01 2.65
H 2.34 0.33 2.78
H 2.93 1.58 3.91
C -1.95 1.12 4.26
N -1.83 2.10 3.15
O -0.73 2.55 2.91
O -2.85 2.42 2.57
H -0.96 0.95 4.67
H -2.61 1.55 5.00
H -2.36 0.20 3.85
C 0.75 -4.54 3.69
N 0.62 -3.06 3.84
O -0.50 -2.60 3.83
O 1.64 -2.43 3.96
H -0.24 -4.96 3.58
H 1.35 -4.72 2.80
H 1.25 -4.91 4.58
C -0.31 4.82 1.99
N 0.58 5.09 3.16
O 1.16 4.15 3.67
O 0.68 6.24 3.52
H -0.29 3.76 1.78
H -1.30 5.16 2.26
H 0.08 5.39 1.15
C 0.51 4.31 6.23
N -0.23 3.04 6.44
O -1.37 3.10 6.87
O 0.35 2.01 6.14
H -0.13 5.13 6.53
H 1.40 4.27 6.84
H 0.76 4.37 5.17
```

***

In the order shown, the computed total energy values come out to -6084.44243 -3125.39555 -3278.39659 -4554.87051 Ha.